Entry 1:
Density functional theory data (ωB97M-V with the def2-TZVPD basis set) for a cluster of 2 separate species, C50H57N4 in total in a non-equilibrium geometry.

The geometry in XYZ format:
```
111
Properties=species:S:1:pos:R:3:forces:R:3
C -1.96535 2.89783 -4.96562 -0.08 -0.21 -0.34
C -1.15721 3.31094 -3.74180 0.22 -0.08 0.34
C -1.26936 4.82515 -3.53857 0.10 0.01 0.08
C 0.28003 2.79013 -3.85990 -0.49 -0.19 -0.08
C 1.22241 3.50508 -4.58922 0.35 0.01 -0.10
C 2.51378 3.00445 -4.78559 -0.12 -0.04 0.19
C 2.86876 1.77151 -4.23947 -0.04 0.23 -0.10
C 1.94052 1.01483 -3.52421 -0.05 -0.42 0.07
C 2.34977 -0.35885 -2.97733 -0.36 0.17 -0.05
C 3.43208 -0.22311 -1.91183 0.11 0.19 0.16
C 2.78717 -1.31590 -4.08719 -0.04 0.01 -0.20
C 0.64476 1.52528 -3.35652 0.12 0.08 -0.33
N -0.33486 0.72826 -2.66313 -0.51 -0.29 0.73
N -1.19382 -0.07085 -3.32491 -1.42 -0.81 1.11
N -1.97669 -0.59919 -2.35049 2.08 1.22 -0.38
C -2.91202 -1.67910 -2.62091 -0.42 -0.16 -0.35
C -2.48599 -3.01461 -2.51182 0.45 0.07 -0.12
C -1.02556 -3.35477 -2.21058 -0.16 0.24 0.37
C -0.21666 -3.37393 -3.50225 0.09 0.05 -0.43
C -0.82341 -4.65610 -1.42993 -0.08 -0.02 0.09
C -3.39857 -4.02806 -2.80207 -0.28 0.14 -0.02
C -4.71185 -3.73254 -3.17367 0.20 0.28 0.13
C -5.12068 -2.40100 -3.25586 0.12 -0.31 0.07
C -4.23059 -1.36346 -2.98391 0.03 0.44 -0.13
C -4.67528 0.08990 -3.16504 0.18 -0.16 0.29
C -6.07931 0.38495 -2.63453 -0.06 0.03 0.11
C -4.59165 0.49210 -4.63307 0.15 -0.01 -0.36
C -1.58362 -0.15809 -1.09439 -1.43 -1.23 -1.60
C -2.21937 -0.60359 0.11119 -0.70 -0.44 1.42
C -1.41641 -1.11544 1.15856 -0.54 0.09 -0.36
C -2.01218 -1.62722 2.31246 -0.24 0.39 -0.32
C -3.40318 -1.56652 2.47165 0.05 0.04 -0.24
C -4.20462 -1.01864 1.45579 0.27 -0.11 0.17
C -3.62606 -0.53688 0.28553 0.74 -0.10 -0.03
C -0.48422 0.65926 -1.26107 2.11 1.46 -0.02
C 0.34824 1.27081 -0.33792 -0.62 -0.45 -0.89
H -1.90291 1.81580 -5.12650 -0.03 0.21 -0.03
H -3.02242 3.17012 -4.85482 0.21 -0.01 0.02
H -1.58299 3.40355 -5.86385 -0.05 -0.13 0.17
H -1.59607 2.83172 -2.85910 0.02 0.01 -0.06
H -0.64674 5.16669 -2.70459 -0.06 -0.02 -0.16
H -0.98251 5.37057 -4.44724 -0.04 -0.06 0.22
H -2.31085 5.08833 -3.31096 0.22 -0.06 -0.09
H 0.93105 4.46232 -5.02801 0.19 -0.29 0.16
H 3.24320 3.58401 -5.35704 -0.25 -0.21 0.17
H 3.87585 1.36869 -4.37911 -0.32 0.22 0.00
H 1.46152 -0.78671 -2.50389 0.08 -0.03 0.03
H 3.06974 0.40506 -1.09049 0.13 -0.10 -0.11
H 3.70398 -1.20448 -1.50298 -0.04 0.15 -0.11
H 4.33414 0.23570 -2.33842 -0.12 -0.11 0.14
H 1.98856 -1.44207 -4.82834 0.20 0.03 0.08
H 3.68320 -0.94217 -4.59957 -0.17 -0.10 0.06
H 3.02209 -2.30588 -3.67400 -0.02 0.22 -0.05
H -0.64153 -2.54464 -1.57816 0.04 -0.05 -0.07
H -0.29036 -2.40654 -4.01678 0.05 -0.27 0.05
H 0.84379 -3.58188 -3.30470 -0.23 0.05 0.00
H -0.59543 -4.15553 -4.17878 0.10 0.20 0.15
H -1.40214 -4.65989 -0.49793 0.03 -0.04 -0.20
H -1.10012 -5.53546 -2.02629 0.07 0.16 0.17
H 0.23667 -4.76003 -1.16314 -0.20 0.01 -0.11
H -3.07161 -5.06450 -2.74058 -0.12 0.23 -0.02
H -5.41236 -4.53789 -3.39330 0.17 0.21 0.04
H -6.14518 -2.15538 -3.53368 0.25 -0.12 0.04
H -3.96784 0.70529 -2.59674 -0.06 0.04 -0.12
H -6.21412 0.03204 -1.60508 -0.04 0.00 -0.18
H -6.24794 1.47037 -2.64044 0.00 -0.26 -0.04
H -6.84645 -0.07439 -3.27201 0.12 0.10 0.21
H -3.59903 0.27100 -5.04417 -0.23 0.06 0.05
H -5.33980 -0.05876 -5.22094 0.18 0.10 0.11
H -4.78485 1.56608 -4.75389 0.01 -0.25 0.03
H -0.33266 -1.10276 1.01692 -0.31 -0.16 0.10
H -1.37960 -2.06616 3.08174 -0.22 0.06 -0.02
H -3.86653 -1.93529 3.38819 0.12 0.06 -0.29
H -5.28690 -0.96698 1.58079 0.30 -0.01 0.02
H -4.23002 -0.07807 -0.50497 0.20 -0.28 0.41
H 0.13958 1.05707 0.69726 0.19 0.38 0.12
H 1.11719 1.94954 -0.68498 -0.05 -0.07 0.30
C 2.59562 -4.00636 3.76823 -0.09 -0.60 -0.19
N 2.59935 -2.66970 4.33852 -2.01 0.96 0.45
C 1.51533 -1.86593 4.53855 1.64 -0.37 -0.73
C 1.94646 -0.58238 4.97509 0.16 0.53 0.21
C 1.12286 0.54206 5.11490 0.03 -0.74 0.25
C 1.41362 1.69482 5.91374 0.20 0.64 0.56
C 2.18512 1.59634 7.10637 0.25 0.33 -0.35
C 2.60383 2.74047 7.77929 -0.19 -0.72 -0.27
C 2.28706 4.00750 7.28313 -0.08 0.11 -0.03
C 2.84995 5.23224 7.93963 -0.07 0.22 -0.01
C 1.42163 4.12139 6.18535 -0.05 -0.21 0.08
C 0.93434 2.98660 5.55731 0.12 -0.40 -0.42
C 3.42098 -0.66971 5.07792 0.16 -0.67 -0.18
C 4.45642 0.22539 5.32860 0.59 -0.03 0.24
C 5.79402 -0.22650 5.26783 -0.78 0.07 -0.15
C 6.10246 -1.53036 4.85237 -0.50 -0.40 0.04
C 5.07525 -2.43886 4.54267 0.23 0.68 0.26
C 3.76884 -1.98086 4.67257 0.20 0.57 -0.03
H 3.63357 -4.33913 3.69537 -0.38 -0.01 -0.02
H 2.04559 -4.72467 4.38911 0.12 0.33 -0.04
H 2.16040 -4.00827 2.75904 0.12 0.15 0.33
H 0.49414 -2.18463 4.36370 0.25 -0.13 -0.07
H 0.17652 0.53326 4.56896 0.08 -0.02 0.14
H 2.45788 0.61126 7.47482 0.02 0.14 -0.04
H 3.20820 2.64917 8.68225 -0.17 0.00 -0.22
H 2.43336 6.13139 7.47696 0.13 -0.09 0.16
H 2.62263 5.25093 9.01258 0.04 -0.03 -0.21
H 3.94168 5.26600 7.83398 -0.20 -0.05 0.01
H 1.14434 5.11799 5.83929 -0.04 -0.34 0.06
H 0.23416 3.06696 4.72170 0.29 0.07 0.18
H 4.22109 1.25854 5.58622 0.27 -0.31 0.02
H 6.59773 0.44806 5.55701 -0.20 -0.09 -0.23
H 7.14238 -1.85581 4.76494 -0.39 0.17 0.12
H 5.27256 -3.45836 4.23021 0.22 0.25 0.01
```
Forces are in eV/Å.

Properties
charge = +1
energy relative to the best compared isomer or geometry (same formula, charge and spin) = 52.6 kJ/mol
HOMO energy = -0.2858 Eh
frontier orbital gap = 2.9 eV
E = -58728.1309 eV

These are the Löwdin partial charges, in e, on atoms 1 to 99: -0.07 -0.37 -0.07 -0.12 -0.03 -0.05 -0.03 -0.12 -0.38 -0.07 -0.07 -0.10 -0.02 0.20 0.01 -0.08 -0.11 -0.37 -0.06 -0.07 -0.02 -0.04 -0.02 -0.13 -0.39 -0.07 -0.06 -0.15 -0.15 -0.03 -0.10 -0.09 -0.07 0.00 -0.27 0.00 0.06 0.07 0.09 0.13 0.09 0.07 0.08 0.11 0.11 0.12 0.11 0.07 0.08 0.08 0.08 0.08 0.08 0.12 0.07 0.08 0.09 0.08 0.08 0.08 0.11 0.11 0.12 0.12 0.07 0.09 0.08 0.07 0.09 0.08 0.11 0.07 0.10 0.11 0.10 0.01 0.03 0.02 -0.05 0.08 -0.11 0.11 -0.21 -0.02 -0.02 -0.24 -0.03 -0.01 0.01 -0.10 0.00 -0.05 -0.05 0.01 -0.16 0.08 0.11 0.11 0.14

***

Entry 2:
Density functional theory data (ωB97M-V with the def2-TZVPD basis set) for a cluster of 7 separate species, C50H59ClN2O6 in total in a non-equilibrium geometry.

The geometry in XYZ format:
```
118
Properties=species:S:1:pos:R:3:forces:R:3
C 6.30771 2.27903 1.57581 -0.98 0.41 0.07
C 4.91292 1.45980 1.71216 1.24 1.42 -1.50
O 5.16537 0.07469 2.06958 -2.72 0.47 1.28
C 4.04730 -0.53889 2.67553 0.66 -3.53 2.50
O 4.25886 -1.59028 3.33903 -0.48 3.60 -2.56
C 2.54677 -0.00691 2.61381 0.27 0.07 -1.17
C 1.43493 -1.13803 2.81093 -0.25 -0.02 0.51
C 0.06687 -0.84509 1.98202 1.23 -0.42 0.31
C -0.60994 0.53020 2.42677 -1.52 0.59 0.74
C -0.14827 1.90834 1.77032 1.65 3.26 -1.06
O 0.96075 2.49131 1.69424 -2.41 -2.60 0.54
N -1.27073 2.64432 1.19200 0.59 -2.17 2.95
C -2.46078 2.30577 2.00616 -2.12 -0.70 -3.10
C -3.77495 2.57103 1.06734 -1.35 0.01 0.27
O -3.40099 3.22851 -0.16920 1.23 0.29 2.38
O -4.09960 2.73438 -1.23970 -0.75 -0.97 -2.25
N -2.80466 3.10833 3.21156 2.19 -0.37 0.95
C -2.55347 4.56430 3.04435 0.26 1.35 -0.20
C -2.23329 2.56775 4.45644 -1.22 -1.97 2.17
C -0.80539 2.96202 5.07422 -0.09 0.09 -0.41
O -2.93316 1.74399 5.09676 2.45 2.36 -2.18
C -2.22080 0.71519 2.20483 0.85 -1.07 0.19
Cl -2.47400 -0.34491 0.68556 -0.76 1.29 0.53
H 6.58630 2.77822 2.57523 -0.19 -1.09 -1.51
H 6.08607 3.14801 0.85357 0.40 -1.31 1.01
H 7.14766 1.65212 1.13867 -1.11 0.74 0.72
H 4.44865 1.45255 0.66123 0.33 0.16 1.67
H 4.28620 2.04295 2.46014 0.50 -1.12 -0.97
H 2.39100 0.42789 1.55910 0.21 -0.18 1.82
H 2.41119 0.77626 3.42876 0.28 -0.69 -1.37
H 1.14082 -1.21758 3.92433 0.59 0.12 -1.64
H 1.85266 -2.15834 2.52373 -0.61 1.37 0.25
H 0.32794 -0.89957 0.86531 -0.67 0.23 1.62
H -0.62029 -1.72670 2.25858 0.86 1.58 -0.58
H -0.54284 0.51918 3.56743 0.47 0.59 -1.41
H -1.11712 3.62045 0.92073 0.20 -0.66 0.27
H -4.50873 3.29109 1.59233 1.35 -1.10 -0.51
H -4.38672 1.61128 0.89970 1.24 1.36 -0.11
H -3.42231 2.67152 -1.96004 -0.54 -0.02 1.00
H -2.76647 4.95196 1.98321 0.13 -0.96 1.47
H -3.26142 5.13700 3.73319 1.05 -0.81 -0.83
H -1.46809 4.88229 3.26816 -1.58 -0.53 -0.25
H -1.00677 3.46715 6.08366 0.38 -0.61 -1.56
H -0.17407 3.61661 4.37434 -1.03 -0.84 1.15
H -0.19029 2.01259 5.27914 -1.22 1.31 -0.30
H -2.89775 0.20873 2.97572 1.19 1.06 -0.95
C -0.68112 -6.16081 3.12190 -0.01 0.04 -0.07
C -0.40433 -7.03693 2.07738 -0.03 0.06 -0.02
C -0.56420 -6.62168 0.75926 -0.04 0.07 0.09
C -0.99207 -5.32606 0.48537 -0.03 -0.06 0.10
C -1.26528 -4.44902 1.52970 0.01 -0.04 0.02
C -1.11408 -4.86704 2.84810 0.05 -0.06 -0.08
H -0.55951 -6.48587 4.14956 -0.01 0.02 -0.08
H -0.06426 -8.04478 2.29085 -0.03 0.08 -0.02
H -0.35444 -7.30714 -0.05502 0.00 0.05 0.05
H -1.11223 -5.00038 -0.54252 -0.03 -0.01 0.08
H -1.59747 -3.43796 1.31574 -0.02 -0.11 -0.03
H -1.33243 -4.18438 3.66252 0.02 -0.05 -0.04
C 2.26779 -5.44314 -4.20593 0.05 0.01 0.05
C 1.37139 -5.52562 -3.14502 0.06 0.03 0.03
C 1.80998 -5.30294 -1.84358 0.05 0.01 -0.06
C 3.14427 -4.98782 -1.60373 -0.02 -0.02 -0.08
C 4.03980 -4.90165 -2.66493 -0.06 -0.02 0.00
C 3.60302 -5.13342 -3.96562 -0.08 -0.01 0.07
H 1.92606 -5.62027 -5.22031 0.02 0.01 0.07
H 0.32949 -5.76476 -3.33278 0.08 0.00 0.00
H 1.11239 -5.37399 -1.01613 0.15 0.03 -0.09
H 3.48540 -4.80943 -0.58946 -0.03 -0.02 -0.07
H 5.07958 -4.65440 -2.47796 -0.09 -0.03 -0.01
H 4.30262 -5.07153 -4.79209 -0.05 0.00 0.06
C 0.76137 4.31535 -2.21160 0.01 0.02 -0.03
C -0.60149 4.08004 -2.36150 -0.01 0.04 -0.05
C -1.30705 4.70044 -3.38804 0.13 0.00 0.01
C -0.64688 5.54907 -4.27121 0.01 -0.04 0.05
C 0.71674 5.78144 -4.12358 -0.02 -0.03 0.07
C 1.42028 5.16834 -3.09154 -0.12 -0.01 -0.02
H 1.31033 3.83397 -1.40883 -0.05 0.02 -0.04
H -1.11492 3.41232 -1.67600 0.06 0.04 0.01
H -2.37142 4.52220 -3.50075 0.06 0.04 -0.01
H -1.19558 6.02900 -5.07442 0.05 -0.04 0.06
H 1.23176 6.44198 -4.81338 -0.05 -0.07 0.04
H 2.48237 5.35410 -2.97351 -0.07 -0.02 0.00
C -6.32640 2.14713 8.43893 -0.02 0.02 -0.10
C -7.68020 2.34812 8.18830 0.04 0.01 -0.04
C -8.12310 2.56247 6.88707 0.08 -0.02 -0.01
C -7.21248 2.56616 5.83445 0.01 -0.01 0.17
C -5.85894 2.36148 6.08469 -0.10 0.07 -0.07
C -5.41518 2.15627 7.38698 -0.10 0.02 0.03
H -5.98098 1.98330 9.45422 -0.03 0.01 -0.07
H -8.39075 2.33842 9.00825 0.06 0.01 -0.07
H -9.17774 2.72570 6.69269 0.07 -0.02 0.02
H -7.55833 2.72847 4.81904 0.03 -0.01 0.07
H -5.14958 2.36259 5.26466 -0.07 -0.04 0.11
H -4.35945 2.00214 7.58198 -0.07 -0.02 -0.06
C 4.61170 7.99458 -8.65647 -0.01 -0.04 0.08
C 3.55295 8.48063 -7.89627 0.02 -0.05 0.01
C 3.28910 7.93808 -6.64278 0.09 -0.06 -0.03
C 4.09078 6.91522 -6.14508 -0.01 0.06 -0.09
C 5.15180 6.43175 -6.90379 -0.04 0.03 -0.02
C 5.40999 6.96807 -8.16114 -0.08 0.05 0.05
H 4.81513 8.41553 -9.63527 -0.02 -0.03 0.08
H 2.93220 9.28270 -8.28151 0.05 -0.07 0.03
H 2.45929 8.31289 -6.05300 0.07 0.00 -0.04
H 3.88812 6.49526 -5.16545 0.02 0.02 -0.07
H 5.77771 5.63538 -6.51491 -0.06 0.06 -0.04
H 6.23388 6.58722 -8.75469 -0.06 0.03 0.05
C -0.21238 -10.57203 -5.55505 0.01 0.04 0.08
C -1.13302 -11.04632 -4.62607 0.05 0.04 0.02
C -1.11165 -10.57037 -3.31899 0.05 0.05 -0.05
C -0.17499 -9.61218 -2.94327 -0.03 -0.05 -0.11
C 0.74327 -9.13515 -3.87318 0.01 -0.02 0.01
C 0.72774 -9.61785 -5.17787 -0.10 -0.04 0.06
H -0.22718 -10.94586 -6.57330 0.00 0.03 0.08
H -1.86755 -11.78838 -4.92091 0.07 0.05 0.03
H -1.82526 -10.94519 -2.59319 0.04 0.03 -0.06
H -0.16123 -9.23737 -1.92526 0.01 -0.03 -0.07
H 1.47244 -8.38681 -3.58031 -0.05 -0.06 -0.02
H 1.44730 -9.24975 -5.90118 -0.05 -0.02 0.05
```
Forces are in eV/Å.

Properties
HOMO energy = -0.3389 Eh
frontier orbital gap = 9.3 eV
E = -80588.1085 eV
SMILES = CCOC(=O)CCC[C@H]1C(=O)N[C@](COO)(N(C)C(C)=O)[C@H]1Cl.c1ccccc1.c1ccccc1.c1ccccc1.c1ccccc1.c1ccccc1.c1ccccc1

These are the Löwdin partial charges, in e, on atoms 1 to 99: -0.08 -0.23 -0.04 -0.37 0.04 -0.11 -0.17 -0.20 -0.21 -0.31 0.01 0.13 -0.38 -0.10 -0.22 -0.04 -0.07 -0.06 -0.37 -0.01 0.04 -0.42 0.63 0.08 0.08 0.08 0.13 0.13 0.12 0.13 0.12 0.12 0.12 0.09 0.14 0.14 0.14 0.12 0.11 0.11 0.11 0.10 0.10 0.08 0.09 0.13 -0.09 -0.09 -0.10 -0.11 -0.09 -0.09 0.10 0.10 0.09 0.10 0.08 0.10 -0.10 -0.11 -0.09 -0.09 -0.10 -0.10 0.10 0.10 0.07 0.10 0.10 0.10 -0.09 -0.09 -0.09 -0.09 -0.09 -0.09 0.10 0.08 0.10 0.10 0.08 0.10 -0.10 -0.10 -0.10 -0.10 -0.09 -0.09 0.10 0.10 0.10 0.10 0.07 0.10 -0.10 -0.10 -0.10 -0.10 -0.09